C39H69ClF2N4O8PS | ωB97M-V with the def2-TZVPD basis set

Each line ends with the Mulliken spin population.
Cartesian coordinates (Å):
C  5.465  -1.164  3.726  0.00
C  5.982  -2.206  2.751  0.00
O  5.018  -3.213  2.523  0.00
C  5.496  -4.083  1.513  0.00
C  4.394  -4.927  0.844  0.00
O  3.078  -4.480  1.110  0.00
C  2.149  -4.834  0.104  0.00
C  1.550  -3.711  -0.802  0.00
C  1.563  -4.258  -2.255  0.00
C  2.926  -4.476  -2.865  0.00
O  3.030  -4.887  -3.968  0.00
C  0.036  -3.725  -0.433  0.00
F  -0.725  -3.011  -1.312  0.00
C  -0.217  -3.357  1.015  0.00
C  -1.666  -3.053  1.326  0.00
N  0.809  -2.363  1.502  0.00
P  0.463  -1.629  3.194  0.00
N  2.051  -1.555  3.774  0.00
O  0.124  -0.065  3.021  0.00
C  1.298  -1.416  0.426  0.00
C  0.187  -0.461  -0.026  0.00
C  0.483  1.019  0.084  0.00
C  -0.476  1.875  -0.466  0.00
C  -0.303  3.248  -0.449  0.00
C  0.831  3.820  0.114  0.01
C  1.783  2.978  0.681  0.00
C  3.043  3.523  1.296  0.00
C  1.602  1.596  0.660  0.00
C  2.021  -2.242  -0.666  0.00
Cl  3.789  -2.083  -0.254  0.00
S  2.031  -1.272  -2.262  0.00
O  2.385  0.060  -1.922  0.00
O  0.833  -1.472  -2.995  0.00
F  3.251  -1.850  -3.034  0.00
H  6.265  -0.774  4.341  0.00
H  4.752  -1.638  4.392  0.00
H  4.999  -0.342  3.191  0.00
H  6.916  -2.618  3.137  0.00
H  6.245  -1.698  1.819  0.00
H  6.011  -3.483  0.764  0.00
H  6.231  -4.758  1.950  0.00
H  4.606  -4.921  -0.222  0.00
H  4.497  -5.952  1.195  0.00
H  2.573  -5.640  -0.489  0.00
H  1.336  -5.333  0.626  0.00
H  1.144  -5.260  -2.160  0.00
H  0.892  -3.736  -2.923  0.00
H  3.832  -4.292  -2.267  0.00
H  -0.291  -4.760  -0.511  0.00
H  0.002  -4.263  1.570  0.00
H  -1.864  -2.951  2.383  0.00
H  -2.235  -3.926  1.013  0.00
H  -2.080  -2.235  0.752  0.00
H  1.649  -2.935  1.690  0.00
H  2.341  -0.577  3.812  0.00
H  2.730  -1.986  3.144  0.00
H  -0.786  0.068  3.314  0.00
H  2.039  -0.822  0.938  0.00
H  -0.221  -0.654  -1.010  0.00
H  -0.655  -0.615  0.646  0.00
H  -1.359  1.458  -0.929  0.00
H  -1.052  3.878  -0.902  0.00
H  0.969  4.889  0.094  -0.01
H  3.867  3.339  0.607  0.00
H  3.299  3.020  2.221  0.00
H  2.975  4.596  1.419  0.00
H  2.375  0.984  1.106  0.00
C  1.721  9.557  -3.688  0.01
C  2.496  8.580  -2.764  0.02
C  3.954  8.455  -3.218  0.02
C  4.176  7.551  -4.432  -0.02
C  3.475  6.209  -4.244  0.03
C  1.992  6.365  -3.919  0.03
N  1.800  7.256  -2.736  0.37
O  2.115  6.615  -1.660  0.54
C  1.256  6.912  -5.155  0.01
C  1.368  5.000  -3.657  -0.03
C  2.488  9.220  -1.379  0.00
H  0.705  9.209  -3.874  -0.01
H  1.620  10.538  -3.226  0.00
H  2.212  9.706  -4.650  0.00
H  4.553  8.061  -2.391  0.00
H  4.343  9.452  -3.431  0.00
H  3.827  8.044  -5.343  0.00
H  5.246  7.388  -4.569  0.00
H  3.585  5.603  -5.146  0.00
H  3.973  5.654  -3.442  0.00
H  0.201  7.080  -4.936  -0.01
H  1.316  6.187  -5.966  0.00
H  1.669  7.838  -5.544  0.00
H  1.868  4.461  -2.854  0.01
H  1.439  4.387  -4.555  0.00
H  0.312  5.097  -3.398  0.00
H  1.476  9.286  -0.978  0.00
H  2.895  10.227  -1.451  0.00
H  3.106  8.673  -0.669  0.00
C  -6.875  -5.955  2.304  0.02
C  -6.519  -4.612  2.997  0.01
C  -7.700  -4.116  3.840  0.02
C  -8.827  -3.458  3.045  -0.02
C  -8.274  -2.408  2.085  0.02
C  -7.189  -2.968  1.170  0.03
N  -6.101  -3.611  1.968  0.36
O  -5.368  -2.698  2.517  0.57
C  -7.820  -3.965  0.183  0.01
C  -6.617  -1.857  0.298  -0.01
C  -5.365  -4.924  3.944  -0.02
H  -6.469  -6.002  1.294  -0.01
H  -6.443  -6.800  2.839  0.00
H  -7.949  -6.129  2.248  0.00
H  -7.335  -3.389  4.572  0.00
H  -8.100  -4.954  4.413  0.00
H  -9.400  -4.213  2.501  0.00
H  -9.528  -2.988  3.735  0.00
H  -9.082  -1.998  1.478  0.00
H  -7.874  -1.570  2.665  0.00
H  -7.059  -4.418  -0.454  -0.01
H  -8.525  -3.443  -0.463  0.00
H  -8.380  -4.766  0.657  0.00
H  -6.217  -1.032  0.887  0.00
H  -7.401  -1.452  -0.339  0.00
H  -5.821  -2.236  -0.346  0.00
H  -4.473  -5.233  3.394  0.00
H  -5.657  -5.737  4.607  0.00
H  -5.106  -4.073  4.572  0.00

Force components x, y, z for each atom (eV/Å):
-0.202 -0.376 -0.140
0.478 0.733 0.398
-0.263 -0.028 -0.322
-0.272 0.132 0.203
0.725 -0.117 0.450
-0.606 0.546 -0.104
0.724 -0.398 0.718
-1.369 0.019 -0.863
0.324 -0.293 0.815
-0.195 0.229 0.686
0.215 -0.530 -1.500
0.388 -0.545 0.324
-0.096 0.461 -0.024
-0.382 -0.062 0.473
-0.304 -0.137 -0.504
0.974 0.180 -1.281
-0.678 -0.871 1.903
0.050 0.662 -1.443
0.374 -0.248 -0.287
-0.771 0.438 -0.147
-0.490 0.275 0.684
-0.053 0.611 -0.377
0.197 -0.077 0.091
0.059 -0.025 -0.023
-0.052 -0.697 0.058
0.146 0.116 0.247
0.008 -0.071 -0.635
-0.333 -0.059 -0.074
1.699 -0.021 -0.170
-0.049 -0.236 -0.037
-1.095 1.919 0.391
0.374 -0.333 0.165
0.418 -0.670 -0.264
-0.346 -0.487 -0.004
0.181 0.165 0.025
-0.172 0.014 0.209
-0.185 0.145 0.071
0.017 -0.400 0.030
-0.042 -0.144 -0.270
0.041 0.017 -0.218
0.157 -0.136 -0.024
-0.135 -0.001 -0.196
-0.201 -0.196 0.027
0.152 0.157 -0.453
-0.219 0.021 -0.004
-0.079 -0.214 -0.147
0.107 0.222 -0.149
0.068 0.134 0.350
-0.108 -0.174 -0.203
0.167 -0.040 0.274
0.045 0.221 0.218
-0.087 -0.157 -0.062
0.010 0.300 0.057
-0.027 -0.039 0.177
0.030 0.026 0.330
0.268 -0.368 0.455
-0.200 0.320 -0.114
0.283 0.084 -0.077
0.186 -0.272 -0.190
-0.126 -0.177 0.007
-0.102 -0.055 -0.068
-0.122 0.106 -0.048
0.106 0.170 0.010
0.175 0.029 -0.068
-0.076 0.082 0.290
0.031 0.164 0.270
0.172 0.019 0.029
-0.122 -0.110 -0.170
-0.561 1.536 -0.517
0.336 -0.505 -0.096
-0.131 0.077 0.023
0.465 0.183 0.193
-0.890 -0.204 -1.361
1.978 -0.708 0.595
-0.655 -0.052 0.317
-0.021 0.286 -0.050
0.054 -0.179 0.508
-0.014 -0.374 0.400
0.016 -0.045 -0.005
0.157 0.002 0.070
-0.033 -0.059 -0.020
-0.114 -0.033 0.069
-0.097 0.075 0.080
-0.043 -0.028 -0.001
0.007 0.029 -0.008
-0.141 -0.022 -0.029
-0.120 0.036 0.102
-0.004 -0.016 0.034
0.026 -0.112 0.076
0.001 0.013 0.067
-0.020 0.095 0.054
0.017 0.093 -0.102
0.007 0.028 0.018
-0.009 0.000 -0.025
-0.016 0.032 -0.129
-0.100 -0.099 -0.013
-0.054 0.024 -0.219
-0.145 -1.704 -0.118
-0.257 0.556 0.029
0.088 -0.116 -0.073
-0.087 0.023 0.535
-0.660 -0.371 -1.454
-0.563 1.412 1.580
0.652 -0.151 -0.416
-0.022 -0.290 0.076
0.412 0.278 0.227
0.342 0.431 0.057
-0.021 0.049 -0.010
-0.035 0.063 0.160
0.003 0.039 -0.059
0.118 0.009 -0.065
0.121 -0.084 -0.006
0.020 0.012 -0.042
-0.009 -0.025 0.013
0.055 -0.031 -0.131
0.146 -0.048 -0.028
0.028 0.022 0.004
0.051 0.128 0.016
0.051 0.005 0.038
0.041 -0.077 0.057
-0.089 -0.099 -0.001
0.003 -0.025 0.013
-0.020 -0.019 -0.021
-0.094 -0.063 -0.068
0.041 0.055 -0.120

Values from the calculation:
Net charge = +1
Multiplicity = 3
Max |F| = 0.0436 Eh/bohr
Energy relative to the best compared isomer or geometry (same formula, charge and spin) = 0.0 kJ/mol
Calculated total energy = -101973.1790 eV